Record 1
# C48H70BF5O38S8

A 9-piece molecular cluster, C48H70BF5O38S8 overall at a distorted geometry (ωB97M-V with the def2-TZVPD basis set, the Open Molecules 2025 dataset).

Output
SMILES: CB(O)c1cc2c(c(C)c1OC[C@H](C)CC(C)C)C(=O)c1cc(CC=O)c(CCCC(F)(F)C(F)(F)F)c(CCO)c1C2=O.O=S1(=O)OCCO1.O=S1(=O)OCCO1.O=S1(=O)OCCO1.O=S1(=O)OCCO1.O=S1(=O)OCCO1.O=S1(=O)OCCO1.O=S1(=O)OCCO1.O=S1(=O)OCCO1
LUMO level: -0.62 eV
highest occupied orbital energy: -8.440 eV
Kohn-Sham gap: 7.823 eV

```
! wB97M-V def2-TZVPD RIJCOSX def2/J DEFGRID3
* xyz 0 1
C 0.794 0.655 -3.875
B 1.048 0.751 -2.278
O 2.370 1.108 -1.858
C -0.111 0.510 -1.153
C -1.560 0.855 -1.601
C -2.646 0.644 -0.561
C -2.375 0.144 0.881
C -0.939 -0.189 1.289
C -0.669 -0.703 2.779
C 0.200 -0.025 0.260
O 1.554 -0.361 0.569
C 1.548 -1.810 0.752
C 2.686 -2.594 -0.054
C 3.250 -1.795 -1.332
C 2.048 -3.947 -0.610
C 2.117 -5.190 0.383
C 3.532 -5.412 1.084
C 1.861 -6.505 -0.536
C -3.659 -0.027 1.839
O -3.708 0.322 3.021
C -4.927 -0.662 1.108
C -5.760 -1.695 1.826
C -6.934 -2.300 1.061
C -7.795 -3.386 1.845
C -9.000 -2.565 2.540
O -9.474 -1.547 2.021
C -7.207 -1.846 -0.369
C -8.422 -2.558 -1.122
C -7.891 -3.688 -2.161
C -8.142 -5.188 -1.659
C -6.848 -6.098 -1.620
F -7.238 -7.433 -1.288
F -6.222 -6.184 -2.891
C -5.761 -5.682 -0.536
F -5.306 -4.373 -0.648
F -6.248 -5.880 0.766
F -4.626 -6.509 -0.667
C -6.369 -0.773 -1.098
C -6.670 -0.326 -2.590
C -5.821 -1.242 -3.624
O -4.791 -2.019 -2.948
C -5.199 -0.173 -0.335
C -4.184 0.920 -0.928
O -4.557 1.898 -1.572
H 1.626 0.118 -4.431
H -0.224 0.218 -4.141
H 0.790 1.743 -4.253
H 2.234 1.754 -1.131
H -1.815 1.215 -2.641
H -0.716 -1.839 2.845
H 0.419 -0.426 3.021
H -1.303 -0.179 3.552
H 1.760 -1.990 1.868
H 0.552 -2.309 0.541
H 3.578 -2.744 0.637
H 3.605 -0.783 -0.979
H 4.083 -2.434 -1.779
H 2.428 -1.765 -2.113
H 0.949 -3.814 -0.917
H 2.587 -4.227 -1.583
H 1.274 -5.206 1.154
H 4.372 -5.246 0.339
H 3.590 -6.491 1.449
H 3.582 -4.734 1.992
H 1.272 -6.251 -1.483
H 2.866 -6.908 -0.913
H 1.384 -7.355 0.050
H -5.531 -2.047 2.879
H -8.290 -4.141 1.163
H -7.204 -3.939 2.639
H -9.466 -2.881 3.528
H -8.958 -1.771 -1.734
H -9.159 -3.001 -0.381
H -8.501 -3.540 -3.121
H -6.802 -3.525 -2.454
H -8.897 -5.658 -2.369
H -8.649 -5.130 -0.643
H -7.763 -0.562 -2.799
H -6.377 0.739 -2.820
H -6.471 -1.972 -4.203
H -5.276 -0.603 -4.400
H -4.162 -2.355 -3.624
O -0.104 2.129 8.051
S -0.790 3.189 7.386
O -0.963 4.487 7.951
O -2.237 2.632 6.907
C -2.343 2.753 5.489
C -0.938 2.653 4.964
O -0.130 3.356 5.907
H -2.779 3.730 5.263
H -2.983 1.967 5.086
H -0.835 3.090 3.971
H -0.610 1.610 4.942
O 4.818 -1.585 -3.504
S 5.534 -0.786 -4.448
O 6.195 -1.339 -5.586
O 6.588 0.132 -3.631
C 6.327 1.514 -3.896
C 4.841 1.588 -4.199
O 4.558 0.402 -4.949
H 6.923 1.814 -4.763
H 6.604 2.126 -3.038
H 4.578 2.476 -4.768
H 4.249 1.557 -3.280
O 0.580 3.915 10.642
S -0.279 2.792 10.834
O -1.087 2.252 9.792
O -1.220 3.095 12.125
C -1.029 2.080 13.105
C 0.393 1.584 12.900
O 0.591 1.582 11.485
H -1.755 1.284 12.917
H -1.186 2.484 14.106
H 0.546 0.585 13.310
H 1.119 2.274 13.341
O -4.074 -0.133 -6.341
S -2.779 -0.490 -5.860
O -2.130 0.210 -4.803
O -1.774 -0.567 -7.126
C -1.203 -1.876 -7.207
C -2.239 -2.803 -6.596
O -2.788 -2.070 -5.498
H -0.277 -1.880 -6.626
H -0.982 -2.131 -8.243
H -1.807 -3.742 -6.253
H -3.049 -3.012 -7.301
O 3.776 -0.044 10.015
S 3.481 1.354 10.016
O 2.178 1.869 10.283
O 4.019 1.985 8.620
C 4.965 3.017 8.894
C 5.601 2.637 10.221
O 4.535 2.095 11.001
H 4.423 3.964 8.972
H 5.698 3.085 8.090
H 6.051 3.491 10.726
H 6.354 1.855 10.088
O 6.256 -7.754 -2.373
S 5.928 -6.366 -2.366
O 4.620 -5.881 -2.069
O 6.409 -5.725 -3.773
C 7.337 -4.666 -3.526
C 8.018 -5.028 -2.217
O 6.986 -5.597 -1.409
H 6.773 -3.734 -3.434
H 8.045 -4.581 -4.350
H 8.459 -4.163 -1.725
H 8.787 -5.791 -2.369
O 2.854 6.403 -3.962
S 3.577 5.607 -4.912
O 4.634 4.720 -4.530
O 4.116 6.561 -6.084
C 3.606 6.124 -7.344
C 2.279 5.460 -7.028
O 2.501 4.772 -5.801
H 4.315 5.408 -7.769
H 3.494 6.969 -8.023
H 1.964 4.768 -7.809
H 1.492 6.202 -6.863
O 2.904 8.349 -3.943
S 3.521 9.381 -4.744
O 4.236 9.127 -5.945
O 4.462 10.274 -3.770
C 4.032 11.636 -3.807
C 2.545 11.581 -4.117
O 2.402 10.515 -5.057
H 4.582 12.145 -4.603
H 4.238 12.125 -2.855
H 2.172 12.515 -4.536
H 1.965 11.325 -3.226
*
```

Mulliken population analysis, charges in e, atoms 1 to 4:
1 C -0.439
2 B 0.630
3 O -0.361
4 C 0.195


Record 2
# C19H45N3O18P4S

A 5-piece molecular cluster, C19H45N3O18P4S overall at a distorted geometry (ωB97M-V with the def2-TZVPD basis set, the Open Molecules 2025 dataset).

Output
LUMO level: -2.35 eV
highest occupied orbital energy: -8.664 eV
Kohn-Sham gap: 6.319 eV

```
! wB97M-V def2-TZVPD RIJCOSX def2/J DEFGRID3
* xyz 0 1
N -2.841 9.265 -1.571
C -1.852 8.862 -2.624
C -0.386 9.079 -2.061
C 0.169 7.764 -1.386
C 0.625 7.928 0.001
C 1.128 6.647 0.573
C 1.676 6.538 2.028
O 2.864 6.305 2.249
O 0.813 6.660 2.960
C 1.022 5.543 -0.371
N 0.554 5.562 -1.636
S 0.467 4.117 -2.613
N 0.122 6.690 -2.174
H -3.756 8.938 -1.902
H -2.647 8.674 -0.752
H -2.031 9.428 -3.572
H -2.057 7.773 -2.833
H -0.380 9.946 -1.354
H 0.305 9.364 -2.904
H 0.599 8.867 0.587
H 1.353 4.542 0.006
H -0.887 4.071 -2.892
C -0.355 1.782 5.756
O -1.586 1.897 5.030
P -1.464 2.681 3.523
O -2.958 2.732 3.313
O -0.819 1.345 2.840
C -1.412 0.074 3.074
O -1.070 3.527 2.118
C -1.334 4.936 2.176
H -0.505 1.084 6.578
H 0.448 1.408 5.116
H -0.072 2.756 6.159
H -2.474 0.148 3.300
H -0.897 -0.422 3.899
H -1.282 -0.537 2.181
H -0.823 5.380 3.023
H -2.409 5.120 2.247
H -0.958 5.390 1.263
C -7.283 -3.745 1.474
O -6.661 -3.001 0.419
P -5.499 -1.863 0.927
O -5.346 -1.253 -0.444
O -4.381 -3.020 1.185
C -4.162 -4.023 0.200
O -4.490 -0.762 1.718
C -5.055 0.544 1.905
H -7.828 -4.578 1.033
H -6.540 -4.140 2.173
H -7.983 -3.105 2.015
H -4.419 -3.681 -0.803
H -4.752 -4.908 0.445
H -3.109 -4.304 0.221
H -6.003 0.470 2.438
H -5.206 1.036 0.944
H -4.360 1.135 2.502
C 2.231 -6.386 2.380
O 0.963 -6.332 1.711
P 1.003 -5.679 0.138
O -0.497 -5.648 0.001
O 1.612 -7.062 -0.474
C 1.033 -8.308 -0.112
O 1.323 -4.937 -1.350
C 1.053 -3.531 -1.373
H 2.125 -7.012 3.265
H 3.002 -6.815 1.734
H 2.532 -5.382 2.684
H -0.018 -8.210 0.164
H 1.590 -8.742 0.720
H 1.115 -8.986 -0.961
H 1.605 -3.026 -0.580
H -0.016 -3.347 -1.256
H 1.378 -3.137 -2.336
C 4.179 -5.149 -2.801
O 4.947 -4.846 -3.976
P 5.589 -3.270 -4.031
O 6.062 -3.398 -5.456
O 6.776 -3.647 -2.980
C 7.527 -4.838 -3.165
O 6.005 -1.639 -3.859
C 5.144 -0.729 -4.547
H 4.010 -6.224 -2.766
H 4.709 -4.844 -1.894
H 3.219 -4.637 -2.847
H 7.558 -5.148 -4.210
H 7.098 -5.637 -2.558
H 8.545 -4.661 -2.817
H 4.109 -0.877 -4.235
H 5.229 -0.867 -5.627
H 5.447 0.285 -4.293
*
```

Mulliken population analysis, charges in e, atoms 1 to 4:
1 N -0.673
2 C -0.380
3 C -0.774
4 C 0.471


Record 3
# C13H29ClN3O7P

A 3-piece molecular cluster, C13H29ClN3O7P overall at a distorted geometry (ωB97M-V with the def2-TZVPD basis set, the Open Molecules 2025 dataset).

Output
SMILES: CCOCCOCN(C)C(=O)OP(O)Cl.CNC(C)=O.CNC(C)=O
LUMO level: 0.51 eV
highest occupied orbital energy: -9.064 eV
Kohn-Sham gap: 9.570 eV

```
! wB97M-V def2-TZVPD RIJCOSX def2/J DEFGRID3
* xyz 0 1
C -4.001 0.582 0.076
C -3.762 -0.447 -1.153
O -3.003 0.285 -2.149
C -2.417 -0.587 -3.139
C -0.849 -0.184 -3.291
O -0.114 -0.752 -2.166
C 0.201 0.332 -1.261
N 0.761 -0.111 0.047
C 0.595 1.102 0.953
C -0.078 -1.158 0.675
O -1.315 -1.014 0.875
O 0.593 -2.339 1.101
P 0.063 -3.749 0.266
O -1.179 -3.398 -0.846
Cl 1.744 -4.335 -0.904
H -3.084 1.272 0.127
H -4.083 0.060 1.086
H -4.969 1.141 -0.142
H -4.761 -0.781 -1.633
H -3.249 -1.418 -0.809
H -2.427 -1.676 -2.796
H -2.934 -0.528 -4.169
H -0.824 0.960 -3.317
H -0.462 -0.560 -4.305
H -0.665 1.073 -1.104
H 1.038 0.949 -1.773
H -0.518 1.406 1.055
H 1.037 0.854 1.976
H 1.105 1.987 0.429
H -0.768 -3.080 -1.685
C -0.250 7.042 -1.044
N 0.559 5.904 -0.665
C 0.213 4.589 -0.657
C -1.181 4.224 -1.091
O 1.030 3.745 -0.303
H 0.248 7.558 -1.868
H -0.315 7.717 -0.188
H -1.252 6.751 -1.353
H 1.509 6.070 -0.362
H -1.307 3.142 -1.031
H -1.915 4.693 -0.432
H -1.347 4.533 -2.125
C 3.619 -3.195 2.194
N 2.806 -4.340 2.543
C 2.964 -5.200 3.586
C 4.118 -4.969 4.524
O 2.178 -6.126 3.738
H 2.981 -2.308 2.198
H 4.011 -3.347 1.186
H 4.445 -3.050 2.886
H 2.010 -4.560 1.959
H 4.111 -5.733 5.301
H 5.063 -5.037 3.980
H 4.025 -3.990 5.000
*
```

Mulliken population analysis, charges in e, atoms 1 to 4:
1 C -0.812
2 C -0.109
3 O -0.300
4 C -0.329


Record 4
# C6H10O

The molecule C6H10O at a distorted geometry (ωB97M-V with the def2-TZVPD basis set, the Open Molecules 2025 dataset).

Output
SMILES: C[C@H]1C[C@H]2OC[C@@H]12
LUMO level: 1.07 eV
highest occupied orbital energy: -9.529 eV
Kohn-Sham gap: 10.599 eV

```
! wB97M-V def2-TZVPD RIJCOSX def2/J DEFGRID3
* xyz 0 1
C 1.636 -0.606 -0.411
C 0.785 0.334 0.433
C 0.114 1.511 -0.229
C -1.267 0.755 -0.205
O -1.530 -0.344 -1.089
C -1.248 -1.307 -0.056
C -0.639 -0.216 0.848
H 2.209 -1.248 0.269
H 2.354 -0.029 -1.005
H 1.076 -1.248 -1.096
H 1.530 0.885 1.036
H -0.061 2.305 0.507
H 0.946 1.960 -0.830
H -2.187 1.327 -0.007
H -0.628 -2.133 -0.424
H -2.177 -1.735 0.356
H -0.912 -0.213 1.904
*
```

Mulliken population analysis, charges in e, atoms 1 to 4:
1 C -1.337
2 C 0.144
3 C -0.804
4 C -0.084


Record 5
# C27H35ClN6O8OsSi

C27H35ClN6O8OsSi as an isolated structure at a distorted geometry (ωB97M-V with the def2-TZVPD basis set, the Open Molecules 2025 dataset).

Output
LUMO level (spin up / spin down): -0.67 / -0.67 eV
highest occupied orbital energy (spin up / spin down): -6.755 / -6.755 eV
Kohn-Sham gap (spin up / spin down): 6.083 / 6.082 eV

```
! wB97M-V def2-TZVPD RIJCOSX def2/J DEFGRID3
* xyz 0 1
Os 0.979 -0.513 -0.544
O 1.298 -1.177 -2.916
C 0.153 -0.820 -3.059
N -0.492 -0.322 -1.936
C -1.694 0.049 -2.250
O -2.592 0.607 -1.517
C -1.965 -0.228 -3.697
C -3.074 -0.023 -4.480
C -2.975 -0.392 -5.826
C -1.808 -0.937 -6.343
C -0.684 -1.139 -5.534
C -0.793 -0.776 -4.216
H -3.980 0.405 -4.074
H -3.826 -0.251 -6.479
H -1.769 -1.210 -7.389
H 0.232 -1.558 -5.926
C 2.527 -4.038 1.989
C 1.777 -3.233 3.041
C 2.198 -1.733 3.159
C 3.700 -1.565 3.396
C 4.114 -0.110 3.584
C 1.414 -1.213 4.351
O 1.758 -1.403 5.495
N 0.232 -0.567 4.062
C -0.233 -0.179 2.804
O -1.280 0.432 2.717
N 0.570 -0.458 1.734
C 1.762 -1.052 1.895
O 2.470 -1.060 0.873
H 2.077 -5.029 1.916
H 3.577 -4.169 2.253
H 2.470 -3.572 1.006
H 1.920 -3.669 4.032
H 0.705 -3.271 2.826
H 4.225 -1.988 2.541
H 3.962 -2.149 4.279
H 3.888 0.476 2.690
H 5.186 -0.034 3.765
H 3.604 0.339 4.439
H -0.344 -0.290 4.843
C -3.239 2.985 1.893
Si -3.808 1.620 0.757
C -4.590 0.229 1.709
C -4.979 2.281 -0.543
C -2.258 0.963 -0.127
H -4.084 3.435 2.419
H -2.729 3.777 1.339
H -2.553 2.578 2.636
H -5.514 0.548 2.197
H -3.894 -0.123 2.470
H -4.824 -0.611 1.052
H -5.869 2.707 -0.073
H -5.302 1.485 -1.216
H -4.510 3.063 -1.144
H -1.448 1.696 -0.163
H -1.887 0.064 0.369
Cl -1.096 -5.100 1.563
C -0.906 -4.393 -0.069
C -0.576 -2.904 0.017
O 0.562 -2.574 -0.508
O -1.422 -2.163 0.500
H -1.853 -4.521 -0.585
H -0.116 -4.944 -0.572
C 2.740 3.518 -3.762
N 2.547 3.152 -2.365
C 3.072 3.882 -1.361
C 2.812 3.573 -0.081
C 1.998 2.422 0.171
N 1.576 1.607 -0.804
C 1.724 2.043 -2.113
O 1.172 1.543 -3.073
N 1.648 2.169 1.424
H 3.417 4.368 -3.803
H 1.788 3.778 -4.220
H 3.164 2.680 -4.310
H 3.688 4.724 -1.648
H 3.204 4.161 0.733
H 1.965 2.762 2.168
H 1.094 1.341 1.623
*
```

Mulliken population analysis, charges in e, atoms 1 to 4:
1 Os 0.858
2 O -0.712
3 C 0.426
4 N 0.420


Record 6
# C6H13NO

The molecule C6H13NO at a distorted geometry (ωB97M-V with the def2-TZVPD basis set, the Open Molecules 2025 dataset).

Output
SMILES: CCCCC(=O)NC
LUMO level: 0.88 eV
highest occupied orbital energy: -9.539 eV
Kohn-Sham gap: 10.417 eV

```
! wB97M-V def2-TZVPD RIJCOSX def2/J DEFGRID3
* xyz 0 1
C 2.021 1.552 1.906
C 1.760 0.299 1.050
C 0.708 0.586 -0.015
C 0.233 -0.721 -0.741
C -0.941 -1.343 -0.066
O -0.804 -1.951 0.983
N -2.155 -1.304 -0.686
C -2.516 -0.450 -1.810
H 3.067 1.729 2.160
H 1.477 1.538 2.846
H 1.651 2.417 1.344
H 1.455 -0.537 1.674
H 2.713 0.094 0.550
H 1.092 1.284 -0.759
H -0.171 0.987 0.497
H 0.141 -0.466 -1.791
H 1.071 -1.410 -0.699
H -2.923 -1.617 -0.105
H -1.813 0.354 -2.007
H -3.485 -0.014 -1.604
H -2.581 -1.026 -2.729
*
```

Mulliken population analysis, charges in e, atoms 1 to 4:
1 C -1.207
2 C -0.329
3 C -0.581
4 C -0.821


Computed molecular weight (g/mol) in order:
1617.4; 759.5; 405.8; 98.1; 825.4; 115.2
Computed total energy (Eh) in order:
-8439.2278; -4032.8321; -2005.2099; -309.7409; -2820.8540; -366.4132